Entry 1:
C21H19Br2ClF4IrN3O5 | the ωB97M-V functional and the def2-TZVPD basis

E: -7463.2481 hartree
HOMO (alpha / beta): -9.8408 / -9.8258 eV
Spin multiplicity: 2
Energy above the lowest of the compared OMol25 structures with the same formula, charge and spin: 174.00 kcal per mole
LUMO level (alpha / beta): -5.914 / -5.734 eV
Expectation value of S²: 0.773
HOMO-LUMO gap (alpha / beta): 3.93 / 4.09 eV
Largest force on an atom: 0.08713 hartree/bohr
Charge: +1

The geometry in XYZ format:
```
56
Properties=species:S:1:pos:R:3:forces:R:3:mulliken_spin:R:1
Ir 0.28749 0.35555 -0.17745 0.0 1.3 0.9 0.970
C 4.26938 1.71560 -0.98037 0.1 0.6 1.0 0.034
C 3.09645 0.28682 1.29659 1.8 -0.2 0.7 -0.002
N 2.59462 -0.95427 1.61890 -1.6 0.2 -0.2 0.004
C 0.88451 -0.60962 3.27336 0.0 0.0 0.1 0.003
C -0.62068 -0.40986 3.37031 0.0 0.0 0.0 -0.004
C 2.65649 -2.15762 0.78101 0.3 -0.2 0.1 0.001
C 1.42907 -2.46312 -0.11153 -0.2 0.0 0.1 -0.008
N 0.83296 -1.40615 -0.92630 0.1 0.3 0.2 0.017
C 0.13769 -1.79396 -2.05889 0.3 0.0 -0.2 -0.022
C 0.01210 -0.89271 -3.12768 0.1 0.0 0.1 0.021
F 0.58314 0.33642 -3.01958 0.0 0.0 0.0 0.008
C -0.66916 -1.19229 -4.28255 -0.1 -0.1 0.0 0.000
F -0.73939 -0.27261 -5.24949 0.0 0.0 0.0 0.000
C -1.26566 -2.42717 -4.45415 0.0 0.1 0.0 0.010
C -1.15815 -3.33029 -3.42076 0.0 -0.1 0.1 -0.005
F -1.74555 -4.52502 -3.52128 0.0 0.0 0.0 0.000
C -0.48288 -3.03353 -2.24942 -0.1 0.1 0.0 0.008
F -0.50712 -3.94456 -1.26613 0.0 0.0 0.0 0.001
H 4.38591 2.76035 -0.68373 0.0 0.2 -0.6 0.001
H 2.15702 1.24390 -1.71773 0.9 0.3 0.3 -0.008
H 5.73506 1.55619 -2.17219 -0.2 0.2 -0.2 -0.001
H 2.74858 1.03116 2.00452 -0.3 0.2 -0.3 -0.004
H 4.19137 0.34127 1.25937 0.1 -0.4 -0.1 0.003
H 1.43994 0.24332 3.67277 0.0 0.0 0.0 0.002
H 1.22633 -1.50808 3.78739 0.0 0.0 -0.1 0.000
H -0.88310 0.62827 3.56802 0.0 0.0 -0.1 0.000
H -1.04248 -1.02621 4.16170 0.0 0.0 0.0 0.000
H -1.09318 -0.71571 2.43460 0.0 0.0 0.0 0.011
H 2.70466 -2.99748 1.47763 0.0 0.0 0.0 -0.001
H 3.58930 -2.13068 0.23028 0.0 0.1 0.0 0.002
H 0.67066 -2.91184 0.53271 0.0 0.1 0.0 0.000
H 1.77208 -3.26104 -0.77358 0.0 0.0 0.0 -0.001
H -1.80627 -2.67148 -5.35649 0.0 0.0 0.0 0.001
Br -4.25602 -1.70012 -0.95316 0.0 0.0 0.0 0.000
C -3.84960 -0.04329 -0.17005 0.1 0.0 0.0 0.005
C -4.88208 0.80673 0.25986 0.0 0.0 0.0 -0.001
C -4.60006 2.01249 0.84150 -0.1 0.0 0.0 0.002
Br -6.02241 3.11246 1.41746 0.0 0.0 0.0 0.000
C -3.25947 2.42982 1.01384 0.0 0.0 0.0 -0.006
C -2.84845 3.63241 1.62698 0.0 0.0 0.0 -0.002
C -1.51567 3.90598 1.75560 0.0 0.0 0.0 0.000
C -0.56607 2.99919 1.26074 0.0 0.0 0.0 0.002
N -0.91381 1.87784 0.66412 0.0 -0.1 0.0 0.012
C -2.24494 1.56820 0.55164 0.0 0.1 0.1 -0.013
C -2.52566 0.31639 -0.03097 -0.2 -0.2 -0.1 0.026
O -1.52846 -0.46673 -0.40750 0.3 -0.1 0.0 -0.009
H -5.90737 0.49035 0.12973 0.0 0.0 0.0 0.000
H -3.59560 4.32254 1.99404 0.0 0.0 0.0 0.000
H -1.17221 4.81512 2.22713 0.0 0.0 0.0 0.000
H 0.49180 3.19724 1.34044 0.0 0.0 0.0 0.000
O 1.82804 2.10171 0.07783 -0.1 -0.7 0.0 -0.031
Cl 2.72080 0.88168 -0.47051 -3.1 -2.3 -2.3 -0.042
O 4.98314 1.06326 -1.78725 0.3 0.1 0.0 0.009
O 3.08297 -0.43235 -1.13304 1.2 0.5 0.5 -0.029
O 1.18995 -0.75450 1.87169 0.2 0.1 0.1 0.040
```
Positions in Å, forces in eV/Å.



Entry 2:
C21H19Cl2N5O2 | the ωB97M-V functional and the def2-TZVPD basis

E: -2156.3085 hartree
HOMO: -8.4870 eV
Energy above the lowest of the compared OMol25 structures with the same formula, charge and spin: 2.38 kcal per mole
LUMO level: 0.411 eV
HOMO-LUMO gap: 8.90 eV
Structure (SMILES): CC(=O)Nc1c(Cl)cc(CN/C(N)=N/C(=O)c2cccn2-c2ccccc2)cc1Cl
Largest force on an atom: 0.04961 hartree/bohr
Charge: 0

The geometry in XYZ format:
```
49
Properties=species:S:1:pos:R:3:forces:R:3:nbo_charge:R:1
O -2.57145 -2.25486 3.77536 -0.2 0.7 1.4 -0.621
O 2.13397 1.11492 -5.27051 -0.2 -0.7 0.3 -0.587
Cl -0.80148 2.91941 -2.27624 0.2 -0.8 0.1 0.001
Cl 2.70985 -1.18367 -3.27559 -0.3 0.1 0.1 0.047
N -1.38307 -1.97418 1.93062 1.2 1.7 0.6 -0.648
C -1.80691 -1.52585 3.15566 -1.2 -1.0 -0.9 0.661
C 2.32192 1.92470 -4.39479 -0.8 -0.2 -0.5 0.691
C -1.77528 1.94023 4.49497 -0.5 -1.1 -0.4 -0.300
C -2.41506 0.63783 4.29030 0.7 1.2 0.7 -0.225
C -0.55558 1.91194 3.85287 -0.9 -0.7 0.2 -0.041
C -1.52112 -0.12243 3.57891 0.2 -0.3 -0.1 0.013
C -2.22360 -2.38778 1.04795 1.3 0.6 1.2 0.631
C 2.78427 -0.51314 0.72719 -0.3 -1.6 1.3 -0.215
C 2.41450 -1.31239 1.84855 -0.3 1.1 -0.4 -0.199
C 2.10150 0.63766 0.47907 -0.5 1.9 0.3 -0.231
C 1.38012 -0.92135 2.70810 0.5 -0.3 -0.4 -0.206
C 1.10726 1.08817 1.37668 -0.3 -1.3 0.1 -0.179
C -1.34517 0.27005 -1.85762 -0.6 -0.6 0.9 -0.247
C 0.17826 -1.55296 -2.38667 -0.2 -0.4 0.2 -0.257
C -0.40274 1.19922 -2.27903 -0.1 -1.1 -0.5 -0.027
C 1.13173 -0.63961 -2.82097 -0.3 1.1 0.2 -0.020
C 0.83266 0.74415 -2.80067 0.2 1.0 0.5 0.105
C 0.69263 0.27789 2.46700 1.2 0.0 -1.2 0.146
C -1.04057 -1.13295 -1.86655 -0.9 1.5 -0.5 0.073
N -3.55080 -2.43636 1.16632 -1.8 -0.4 0.8 -0.828
N 1.76259 1.78060 -3.10646 0.9 -0.1 -1.0 -0.650
N -0.40683 0.65548 3.26074 -0.3 0.8 0.7 -0.349
N -1.63460 -2.73622 -0.09637 -0.2 -0.9 -2.4 -0.605
C 3.07279 3.17911 -4.76882 -0.4 0.0 0.4 -0.712
C -2.08871 -2.14091 -1.38325 1.2 0.3 0.5 -0.257
H -2.18498 2.78139 5.04924 0.2 -0.3 -0.2 0.226
H -3.38708 0.29036 4.66839 0.7 0.2 -0.3 0.240
H 0.20144 2.69382 3.86466 0.0 -0.5 -0.4 0.226
H 3.56879 -0.84319 0.07578 0.3 -0.1 -0.2 0.219
H 2.93405 -2.23330 2.06352 0.1 -0.1 -0.1 0.215
H 2.36825 1.29464 -0.37560 -0.2 -0.6 0.6 0.214
H 1.14170 -1.60675 3.53745 -0.1 0.7 -0.4 0.230
H 0.56968 1.98908 1.13223 -0.2 0.2 0.2 0.213
H -2.33086 0.64359 -1.45048 1.2 -0.6 -0.5 0.237
H 0.38187 -2.62848 -2.43139 0.1 0.4 0.0 0.234
H -3.98020 -3.21780 0.66584 0.1 0.6 0.3 0.397
H -3.80746 -2.38219 2.17038 0.0 -0.2 -1.0 0.429
H 1.65905 2.65543 -2.59715 -0.1 -0.5 -0.1 0.410
H -0.64389 -2.67490 0.08275 0.2 0.1 -0.5 0.410
H 3.85219 3.36316 -4.03290 0.0 0.5 -0.1 0.226
H 2.33896 4.00336 -4.85703 0.5 -0.2 0.3 0.234
H 3.48746 3.00118 -5.76534 0.0 0.0 0.4 0.252
H -3.04646 -1.64164 -1.28302 -0.1 0.0 0.3 0.220
H -2.22361 -2.93443 -2.09406 0.1 -0.3 -0.5 0.205
```
Positions in Å, forces in eV/Å.



Entry 3:
C21H19ClN4O4 | the ωB97M-V functional and the def2-TZVPD basis

E: -1791.8555 hartree
HOMO: -8.3771 eV
Energy above the lowest of the compared OMol25 structures with the same formula, charge and spin: 0.00 kcal per mole
LUMO level: 0.333 eV
HOMO-LUMO gap: 8.71 eV
Structure (SMILES): COc1cc2nccc(Oc3ccc(NC(=O)NC4CC4)c(Cl)c3)c2cc1C(N)=O
Largest force on an atom: 0.01400 hartree/bohr
Charge: 0

The geometry in XYZ format:
```
49
Properties=species:S:1:pos:R:3:forces:R:3:nbo_charge:R:1
C -8.08814 -1.14028 -0.07353 -0.2 -0.2 0.0 -0.252
H -7.99402 -1.43184 -1.12338 0.0 0.0 0.0 0.183
O -7.21003 -0.08846 0.24816 0.3 0.2 0.0 -0.477
C -5.88794 -0.26167 0.03819 0.1 -0.2 -0.1 0.349
C -5.29725 -1.43912 -0.35363 -0.4 0.2 0.1 -0.332
C -3.90262 -1.52899 -0.52039 0.4 0.6 0.1 0.266
N -3.38295 -2.71018 -0.91266 -0.2 -0.6 -0.1 -0.464
C -2.09249 -2.78577 -1.08447 -0.1 0.0 0.0 0.080
C -1.19706 -1.72702 -0.88700 0.2 0.5 0.1 -0.370
C -1.69657 -0.51218 -0.47017 -0.1 -0.5 -0.2 0.355
C -3.09674 -0.38682 -0.27237 0.1 -0.3 -0.1 -0.120
C -3.71740 0.80759 0.13871 -0.3 0.1 0.1 -0.175
C -5.07664 0.88107 0.28860 0.1 0.0 -0.2 -0.167
C -5.73059 2.18143 0.64913 0.2 0.0 0.1 0.663
O -6.57945 2.71968 -0.02119 -0.2 0.0 -0.2 -0.586
N -5.24190 2.72965 1.79075 0.1 0.2 0.3 -0.820
H -4.57511 2.24958 2.36746 -0.1 0.0 0.0 0.397
H -5.62932 3.60043 2.11295 0.0 0.0 -0.1 0.403
H -3.10111 1.67852 0.30736 0.0 0.1 0.0 0.232
O -0.95126 0.60736 -0.27199 -0.3 0.0 0.1 -0.477
C 0.42403 0.52144 -0.27903 0.7 -0.1 0.0 0.267
C 1.13957 1.32347 -1.15776 -0.4 -0.3 0.2 -0.229
C 2.51944 1.29186 -1.16457 0.1 0.0 0.0 -0.236
C 3.22187 0.45659 -0.29657 -0.4 0.1 -0.1 0.211
C 2.48045 -0.32389 0.59916 0.0 0.1 -0.2 -0.072
C 1.10041 -0.29915 0.61667 -0.2 0.2 -0.1 -0.273
H 0.55204 -0.90996 1.31735 0.0 -0.1 0.1 0.243
Cl 3.30792 -1.35939 1.72451 0.0 -0.1 0.1 -0.004
N 4.60032 0.35700 -0.28178 0.4 -0.3 0.3 -0.659
C 5.51165 1.00196 -1.08858 0.1 -0.1 0.2 0.794
O 5.23773 1.82089 -1.93802 -0.2 0.3 -0.3 -0.646
N 6.80390 0.63676 -0.84379 0.6 0.2 0.0 -0.629
C 7.25946 -0.35485 0.07197 -0.1 -0.2 0.0 -0.087
C 7.22491 -0.06048 1.55089 0.0 0.0 0.1 -0.433
C 8.53148 -0.09654 0.82066 0.0 0.0 -0.1 -0.408
H 9.20040 -0.92464 0.99062 0.0 -0.1 0.0 0.224
H 9.03239 0.84316 0.63957 -0.1 0.1 0.0 0.222
H 6.98615 -0.86327 2.23125 0.0 -0.1 0.0 0.223
H 6.84964 0.90434 1.85659 0.0 0.1 -0.1 0.229
H 7.06358 -1.37888 -0.24004 0.1 0.0 0.1 0.205
H 7.48354 1.08711 -1.43898 -0.2 0.0 0.0 0.412
H 4.96810 -0.28115 0.41278 0.0 0.2 -0.2 0.419
H 3.07968 1.90499 -1.85063 0.0 0.0 0.0 0.267
H 0.60421 1.96796 -1.83626 -0.1 0.1 -0.1 0.233
H -0.14409 -1.86550 -1.07450 0.0 0.0 0.0 0.233
H -1.71709 -3.74795 -1.40829 0.1 -0.1 0.0 0.192
H -5.86693 -2.33188 -0.55351 -0.1 -0.1 0.0 0.233
H -9.08871 -0.74972 0.10545 0.1 -0.1 0.0 0.205
H -7.91744 -2.01329 0.56432 0.0 0.0 0.0 0.177
```
Positions in Å, forces in eV/Å.